Density functional theory data (the ωB97M-V functional and the def2-TZVPD basis) for a 5-piece molecular cluster, C28H69ClN4O11P overall at a distorted geometry.

The LUMO energy is 1.80 eV. Its net charge is -1.

Geometry as XYZ:
```
114
Properties=species:S:1:pos:R:3:mulliken_charge:R:1
Cl -4.41 4.49 8.19 -0.23
P -2.83 2.39 5.08 0.65
O 0.00 1.91 -0.35 -0.40
O 4.32 -1.77 3.21 -0.36
O 0.69 0.98 4.04 -0.25
O -2.41 3.77 9.61 -0.48
O 2.14 0.86 -3.99 -0.31
O -2.38 3.55 -3.88 -0.27
O -2.46 -3.33 1.89 -0.45
O 3.60 2.09 -8.17 -0.34
O -1.61 2.93 6.29 -0.53
O -0.33 -6.26 -0.97 -0.32
O -3.42 1.17 6.28 -0.60
N 4.39 0.18 -6.05 -0.32
N -3.00 -4.97 -0.71 -0.34
N -2.54 3.61 -0.91 -0.25
N 1.41 -1.73 2.63 -0.03
C -2.88 4.63 -3.11 -0.82
C 2.03 0.94 4.46 -0.79
C 1.79 1.84 -4.95 -0.50
C 3.77 -0.16 -7.32 -0.20
C -3.72 -3.82 -0.17 -0.95
C 4.17 0.82 -8.40 -0.81
C 4.53 3.11 -7.87 -0.73
C 3.71 -2.27 2.03 -0.86
C -2.93 -2.82 0.66 -0.10
C -1.98 -4.64 -1.70 -0.10
C 2.47 -1.49 1.67 -0.24
C 0.00 1.79 -1.76 -0.49
C 4.27 -2.65 4.32 -0.71
C 0.42 0.63 2.71 -0.15
C -1.22 -4.01 1.86 -0.57
C -2.69 1.22 7.46 0.32
C 2.45 -0.42 -4.50 -0.46
C -0.67 -7.51 -0.40 -0.75
C -3.50 1.90 8.63 -0.77
C 3.90 -0.59 -4.91 -0.84
C -1.15 -5.86 -2.05 -0.82
C -0.27 3.21 0.16 -0.54
C -3.31 2.50 -4.09 -0.78
C -1.37 1.89 7.19 -0.45
C -1.75 3.51 0.32 -0.90
C -2.18 4.72 -1.77 -0.16
C 0.24 -0.86 2.47 -0.58
C -3.25 3.34 8.90 0.44
H -0.49 -5.60 -2.89 0.38
H -1.80 -6.68 -2.37 0.40
H 0.25 3.97 -0.43 0.40
H -4.19 -3.29 -1.00 0.41
H 2.65 2.41 -5.30 0.19
H 5.03 2.94 -6.91 0.31
H -0.53 -1.21 3.16 0.26
H 5.26 0.89 -8.47 0.41
H 1.17 1.07 2.03 0.30
H -2.34 3.40 4.16 -0.15
H -1.87 4.43 0.88 0.38
H -4.55 1.71 8.41 0.41
H 2.75 -0.43 1.61 0.21
H 2.14 1.70 5.24 0.30
H -3.19 1.41 9.56 0.33
H -0.16 -1.00 1.46 0.18
H 0.17 3.23 1.16 0.40
H -1.10 4.77 -1.97 0.17
H -1.34 -5.09 1.72 0.30
H -4.53 -4.20 0.46 0.36
H 2.31 -0.02 4.90 0.21
H 2.26 -1.12 -3.68 0.35
H -3.57 1.99 -3.16 0.32
H -2.55 0.19 7.80 0.22
H 0.32 2.72 -2.25 0.21
H -0.95 2.23 8.14 0.43
H -2.19 2.72 0.93 0.43
H -2.10 -2.38 0.10 0.11
H 1.29 1.39 -5.82 0.28
H 3.47 -3.33 2.15 0.42
H 2.67 -0.17 -7.28 0.19
H 2.13 -1.80 0.68 0.32
H -3.96 4.54 -2.96 0.42
H -0.53 1.11 2.47 0.07
H 0.70 1.00 -2.03 0.18
H -0.56 -3.61 1.08 0.21
H 2.72 1.17 3.64 0.35
H -0.66 1.19 6.74 0.06
H 3.98 4.05 -7.82 0.25
H 4.09 -1.17 -7.62 0.38
H 0.09 -7.74 0.34 0.24
H -1.29 -3.86 -1.35 0.10
H 1.09 2.53 -4.48 0.18
H 3.25 -2.80 4.67 0.28
H -2.47 5.66 -1.28 0.35
H -0.67 -8.30 -1.16 0.35
H -2.69 5.55 -3.67 0.38
H -3.60 -2.00 0.92 0.44
H -0.99 1.51 -2.14 0.19
H -1.65 -7.49 0.09 0.31
H 4.85 -2.19 5.12 0.24
H -4.23 2.88 -4.55 0.33
H 4.44 -2.18 1.22 0.39
H -2.85 1.79 -4.77 0.25
H 1.77 -1.60 3.57 0.08
H -3.82 3.27 5.61 -0.06
H 5.29 3.19 -8.65 0.35
H -2.47 -4.27 -2.60 0.38
H -1.86 1.40 4.67 -0.48
H -3.78 1.91 4.08 -0.05
H -2.44 2.75 -1.43 0.12
H 3.80 0.45 -9.37 0.39
H -2.57 -5.47 0.05 0.15
H -0.74 -3.84 2.82 0.28
H 4.52 -0.33 -4.05 0.41
H 1.75 -0.68 -5.30 0.36
H 4.23 1.16 -5.87 0.10
H 4.08 -1.65 -5.11 0.41
H 4.71 -3.62 4.07 0.35
```